[1]
Density functional theory data (ωB97M-V with the def2-TZVPD basis set) for a cluster of 13 separate species, H26O13 in total in a non-equilibrium geometry.

```
39
Properties=species:S:1:pos:R:3:forces:R:3
H -0.201256 -0.019949 -0.228666 0.086 -0.149 0.089
H 1.277301 -0.086115 0.117068 -0.078 -0.054 -0.025
H -2.282161 -0.118315 -0.081537 -0.085 0.226 -0.074
H -3.031595 -1.017388 0.888030 0.066 -0.215 0.035
H 4.189076 2.551037 0.187149 0.007 0.078 -0.159
H 3.028713 3.285758 0.838135 -0.113 0.041 -0.096
H -2.897137 -2.076176 -2.024713 0.329 -0.220 -0.228
H -1.450324 -2.433911 -2.322705 0.005 -0.109 0.025
H 3.603097 1.372216 2.154137 0.016 -0.134 0.057
H 2.903747 0.105684 1.688470 -0.063 -0.132 0.229
H -4.814936 -0.406706 -0.145437 -0.161 -0.137 -0.161
H -4.107881 -1.444689 -1.001419 -0.188 0.064 0.652
H 2.223216 -3.051044 -0.373565 0.003 -0.034 0.103
H 0.972939 -3.653819 0.245718 -0.215 0.011 -0.010
H 2.463843 2.731314 -3.473812 -0.046 -0.004 0.157
H 1.317553 1.952731 -4.098207 0.002 0.011 0.080
H -2.218422 2.832397 0.580339 0.256 0.130 0.414
H -2.592275 1.444743 1.075001 0.000 -0.026 0.298
H 6.097478 -1.723697 -2.076823 -0.003 -0.013 0.102
H 4.609619 -1.779032 -1.771443 0.070 0.024 0.040
H 1.082264 0.630756 4.130025 0.082 -0.175 -0.144
H 0.317533 0.133127 2.914462 0.096 -0.083 -0.091
H -3.484449 2.794093 -0.561786 -0.441 0.053 -0.154
H -3.938925 4.220438 -0.824530 -0.141 0.007 -0.021
H -0.355766 -2.191364 0.922670 -0.008 0.292 -0.114
H -1.468009 -2.884917 1.692045 0.092 -0.141 0.022
O 0.427412 -0.485369 0.334494 -0.048 1.036 0.020
O -2.470365 -1.045029 0.104929 -0.140 3.141 -0.155
O 3.387683 3.043594 -0.022961 0.122 -0.100 0.174
O -2.163490 -2.609436 -1.698546 -0.022 -0.442 -1.137
O 2.920791 0.742190 2.412043 0.368 0.392 -0.257
O -4.782918 -1.354173 -0.319421 -1.643 -0.073 -0.390
O 1.379545 -2.808439 0.024369 0.761 -0.630 -0.297
O 1.680722 2.217834 -3.245670 0.002 -0.041 -0.207
O -2.359588 2.326067 1.388232 0.184 -0.156 -0.233
O 5.472433 -1.742922 -1.343379 -0.095 0.020 -0.156
O 0.749302 -0.175060 3.719189 -0.456 -0.005 0.258
O -4.274648 3.344394 -0.603563 0.165 0.053 -0.228
O -1.210108 -2.620842 0.801685 1.237 -2.509 1.582
```
Positions in Å, forces in eV/Å.

Values from the calculation:
Gap between HOMO and LUMO   8.69 eV
ΔE to the lowest compared entry with this formula, charge and spin   137.4 kcal per mole
HOMO   -0.33033 hartree

---

[2]
Density functional theory data (ωB97M-V with the def2-TZVPD basis set) for a cluster of 13 separate species, H26O13 in total in a non-equilibrium geometry.

```
39
Properties=species:S:1:pos:R:3:forces:R:3
H -0.488470 -0.159978 0.554759 -1.212 -0.801 -0.744
H -0.584415 0.594732 -0.888443 -0.285 -0.455 2.186
H 1.336789 0.253910 0.842852 0.268 0.383 -0.025
H 1.876809 -0.019680 -0.532413 0.001 0.215 0.433
H -4.171362 1.549949 0.129660 0.709 -0.604 0.485
H -3.102757 0.469068 0.089704 1.178 -2.951 -2.536
H 1.446140 1.209516 -2.642289 2.080 1.398 -0.658
H 1.919483 2.337090 -1.852217 -0.061 1.031 0.859
H -0.708068 2.807591 2.713266 2.949 0.159 0.283
H -1.801480 1.828871 2.279006 0.056 1.632 0.437
H -0.785157 0.905857 -2.559449 0.823 0.372 -0.108
H -1.495925 -0.523619 -2.741093 -0.074 3.083 -0.299
H 0.510856 -0.917120 1.987973 0.159 0.176 0.609
H -0.885698 -0.214680 2.132947 0.893 -1.163 1.029
H -2.575457 -4.212679 0.695669 2.349 -2.353 -1.548
H -3.161855 -2.962517 0.767869 -0.509 0.557 0.541
H 2.970842 0.428390 2.622797 0.000 -0.269 0.887
H 4.171453 -0.027049 3.277307 3.204 -0.310 -0.175
H 0.498533 -2.176700 0.687437 -0.957 -1.388 -0.592
H 0.013661 -3.422804 -0.179757 0.396 0.017 0.000
H 1.289298 -3.124993 -2.457955 -0.478 2.629 2.330
H 1.820786 -4.483567 -2.617591 0.396 -0.695 0.212
H -1.770499 2.700173 -0.448025 0.953 0.624 0.953
H -2.859872 2.550092 -1.424876 1.285 -1.699 1.137
H 3.578002 2.869115 -0.840517 -0.056 2.310 -0.901
H 3.241980 1.456576 -0.891478 0.481 -0.154 0.280
O -0.156218 0.547749 0.015388 -3.942 0.652 -2.007
O 1.884524 0.647081 0.172305 4.256 -0.850 0.223
O -3.421772 1.134913 0.591954 -5.407 0.441 6.665
O 2.213772 1.890488 -2.633978 -2.538 -2.459 -0.568
O -1.616540 2.740015 2.639659 -3.126 -1.620 -0.849
O -1.607797 0.508846 -2.796545 -0.701 -3.808 -0.368
O -0.317898 -0.963901 2.473368 -1.042 1.268 -0.482
O -3.175441 -3.801096 1.240367 -1.885 1.783 1.090
O 3.277002 0.005510 3.458831 -3.156 0.657 -0.873
O -0.278509 -2.724042 0.410538 0.566 0.835 0.056
O 1.413779 -3.766493 -3.084727 0.096 -1.923 -2.518
O -2.314927 1.989901 -0.755448 1.237 4.616 -6.304
O 3.816407 2.075485 -0.436854 1.092 -1.334 0.858
```
Positions in Å, forces in eV/Å.

Values from the calculation:
Gap between HOMO and LUMO   8.31 eV
ΔE to the lowest compared entry with this formula, charge and spin   210.1 kcal per mole
HOMO   -0.34239 hartree

---

[3]
Density functional theory data (ωB97M-V with the def2-TZVPD basis set) for a cluster of 13 separate species, H26O13 in total in a non-equilibrium geometry.

```
39
Properties=species:S:1:pos:R:3:forces:R:3
H 0.455300 0.362881 0.561446 0.542 0.040 0.880
H -0.870705 1.020051 0.046404 1.724 -2.164 -0.634
H 1.834573 -1.531658 -1.115043 -0.826 0.059 1.549
H 3.176628 -1.454951 -1.772041 -0.426 -0.326 -0.120
H -0.395082 2.000191 1.759381 0.739 1.599 -4.264
H -0.926259 2.536053 3.076404 0.246 -0.559 -0.508
H -3.929919 0.011084 2.863240 -0.416 -0.719 -0.114
H -2.460478 -0.567233 2.455370 -1.934 2.081 0.913
H 2.254235 -3.681560 1.473389 -0.030 0.449 0.741
H 1.100118 -2.617877 1.989003 1.068 -1.215 -0.967
H -4.936164 -2.876245 -1.538022 -0.237 -0.588 0.348
H -3.454469 -2.482720 -1.110573 -1.098 0.085 -0.866
H -3.256999 3.405116 0.025285 0.245 -2.057 3.491
H -3.880491 4.316756 -0.785104 -0.813 1.065 -0.866
H 4.301748 2.162402 0.443863 0.913 1.194 0.276
H 3.923755 0.775419 0.205324 -0.570 0.580 -0.066
H -0.498034 -1.964457 -0.261671 -0.706 -0.852 1.481
H -1.296865 -1.776150 0.995443 -0.270 0.317 -0.020
H 2.721184 -0.342048 3.145254 0.631 -0.527 -1.258
H 2.389216 -0.139918 1.694515 -0.041 0.186 -0.331
H -0.968198 2.360852 -2.243648 1.155 -0.462 0.618
H 0.439991 1.694794 -1.841168 0.532 0.097 -0.521
H 2.806458 1.355496 -1.983572 1.501 0.230 -0.115
H 4.007690 0.619967 -2.548860 0.266 -0.761 -0.711
H -1.861905 -0.751126 -2.570157 -0.194 -1.221 0.964
H -0.696158 -1.547275 -2.267819 2.771 -0.387 -0.424
O -0.226864 0.233969 -0.080860 -1.593 0.504 1.262
O 2.255764 -1.722992 -1.928402 1.207 0.191 -1.296
O -0.549241 1.770657 2.606175 -0.736 -0.909 4.817
O -3.014406 0.242326 2.757307 2.159 -1.307 -0.752
O 1.480097 -3.158967 1.248658 -0.333 0.451 0.088
O -4.237571 -2.249844 -1.672867 1.271 0.521 0.472
O -3.136269 3.736508 -0.807951 0.601 0.943 -2.654
O 3.530990 1.672895 0.226629 -0.681 -1.616 0.989
O -0.791168 -2.458355 0.558295 0.081 0.578 -1.203
O 2.997093 -0.644283 2.236207 -0.493 0.446 1.732
O -0.467151 1.803060 -1.596657 -2.365 2.119 -1.697
O 3.773912 1.456528 -2.176195 -1.457 0.322 -0.418
O -1.594349 -1.569364 -2.066990 -2.434 1.616 -0.816
```
Positions in Å, forces in eV/Å.

Values from the calculation:
Gap between HOMO and LUMO   10.29 eV
ΔE to the lowest compared entry with this formula, charge and spin   121.3 kcal per mole
HOMO   -0.37923 hartree

---

[4]
Density functional theory data (ωB97M-V with the def2-TZVPD basis set) for a cluster of 14 separate species, H26O17S in total in a non-equilibrium geometry.

```
44
Properties=species:S:1:pos:R:3:forces:R:3
S -20.913778 28.685637 -18.363313 0.087 -5.099 -2.653
O -20.608617 27.258464 -18.085055 -1.606 1.006 -0.143
O -20.677613 29.410619 -17.204097 0.285 3.829 4.356
O -20.030208 29.060043 -19.420532 2.815 1.068 -1.961
O -22.209174 28.923908 -18.900536 -2.669 -0.696 -0.020
O -23.064761 28.619980 -21.352380 -5.678 -1.952 1.727
H -22.556020 28.684885 -20.595420 1.003 0.031 3.093
H -22.467542 28.852463 -21.941982 4.053 1.762 -5.313
O -21.227334 25.249338 -16.609777 -1.957 0.255 1.430
H -20.938464 26.022958 -17.127285 -0.103 -0.116 0.210
H -22.088418 25.585668 -16.202662 1.781 -0.707 -0.889
O -18.779175 29.465715 -15.669440 1.402 0.910 5.250
H -19.576427 29.417851 -16.195136 -0.740 -0.164 -0.055
H -18.998062 29.616004 -14.622949 0.508 -0.686 -4.344
O -18.242674 26.494821 -18.244239 1.324 -0.311 -0.271
H -19.108240 26.844409 -18.021005 -0.391 -0.070 0.435
H -18.123614 26.925106 -19.098536 0.350 -0.254 -0.229
O -19.228443 27.141978 -21.041636 1.986 3.011 0.264
H -19.900722 26.526324 -20.919076 -2.087 -1.503 0.384
H -19.460002 27.939252 -20.443475 0.104 -1.819 -1.205
O -21.322864 25.197606 -19.700561 -1.263 -7.383 -6.199
H -21.303756 25.869588 -19.194169 -0.340 7.845 5.980
H -20.416434 24.980062 -19.747292 1.616 -0.813 -0.036
O -21.112432 29.594571 -23.078057 -0.082 0.982 -0.903
H -21.289141 30.534789 -23.344699 0.280 -1.419 0.680
H -20.563312 29.692801 -22.273464 -0.228 0.366 -0.417
O -20.125539 30.981737 -21.060291 -0.895 -0.371 0.307
H -19.905825 30.282945 -20.413500 -1.398 -0.264 0.574
H -19.234534 31.205671 -21.151668 2.422 1.485 -0.922
O -20.847980 32.250282 -16.370801 1.909 -2.219 1.432
H -20.788110 31.325035 -16.762314 -0.621 1.541 0.027
H -20.231976 32.048111 -15.589063 -1.273 0.849 -1.503
O -24.400199 27.498212 -17.992906 -6.980 -0.665 -2.226
H -25.061042 27.890862 -18.779983 2.988 -1.611 3.181
H -23.630351 27.937620 -18.142050 3.769 2.084 -0.949
O -17.549926 29.679406 -19.372559 1.869 1.327 1.588
H -17.483671 29.975602 -18.430850 0.714 -0.083 -0.978
H -18.422863 29.353552 -19.257712 -1.776 -0.958 -0.550
O -23.710869 30.805456 -18.174278 -1.878 -1.836 1.635
H -24.379951 30.328278 -17.547175 1.911 1.403 -1.642
H -23.140220 30.027533 -18.469228 -0.723 1.358 0.303
O -22.237585 29.180992 -15.083389 -2.550 -0.216 -6.136
H -21.601761 29.246066 -14.485648 4.168 0.348 4.556
H -21.648397 29.259064 -15.960140 -2.107 -0.246 2.129
```
Positions in Å, forces in eV/Å.

Values from the calculation:
Gap between HOMO and LUMO   9.42 eV
Total charge   -2
ΔE to the lowest compared entry with this formula, charge and spin   114.5 kcal per mole
HOMO   -0.16684 hartree

---

[5]
Density functional theory data (ωB97M-V with the def2-TZVPD basis set) for a structure of composition H27O14 in a non-equilibrium geometry.

```
41
Properties=species:S:1:pos:R:3:forces:R:3
O 2.734726 -1.292008 4.155150 0.143 0.550 -1.703
H 3.422543 -0.617947 3.872565 -1.343 -1.270 0.506
O 1.533688 -1.235093 -0.248981 1.066 -0.471 0.512
H 1.939634 -2.100846 -0.149743 -0.057 -0.499 -0.700
H 1.983270 -0.930007 0.979049 -0.579 2.702 -0.210
O -1.528235 -1.761729 -2.077020 0.779 0.566 0.458
H 1.313075 0.281258 2.183215 -0.716 0.046 -0.319
H -3.281472 0.612633 -1.136388 -0.258 1.027 -0.777
O -3.630435 1.321247 -1.746609 0.431 -1.043 0.764
H -4.476500 -1.085725 -0.317123 -0.447 -0.094 -0.143
H -4.509235 1.426306 -1.379779 -0.301 0.307 -0.044
O -4.101760 -1.666439 2.757574 2.588 1.149 -1.817
H 0.652676 -1.476487 1.520536 -1.213 0.307 0.020
H -3.114415 -1.412244 2.585998 -2.226 -0.842 1.076
O 3.828999 2.635107 1.961004 0.189 0.006 0.704
H 3.384694 1.792427 2.134279 -0.029 -0.163 -0.143
H 3.569805 2.843213 1.070831 -0.350 -0.272 -0.316
O 0.584889 1.522361 -4.492774 -0.088 1.075 -0.495
H 0.946296 0.965899 -3.816962 0.303 -0.747 0.366
H 0.469876 0.967741 -5.265970 -0.059 -0.214 0.116
O 2.076084 -0.250116 1.998107 1.958 -1.055 -1.204
H -0.626735 -1.644122 -1.718540 -0.130 -0.737 0.620
H -4.345260 -1.444260 1.826672 -0.224 -0.420 1.046
O -3.627276 -0.901043 0.081769 0.138 0.222 -0.398
H -3.009657 -1.249177 -0.579920 0.534 -0.426 0.049
H -1.444523 -1.030918 -2.690574 -0.681 0.360 -0.837
O -2.291283 1.518786 -4.375667 -0.504 0.256 0.239
H -1.918159 2.331278 -4.005404 0.270 -0.345 -0.194
H -3.065227 1.384636 -3.807189 0.156 -0.105 -0.005
O -0.281165 -0.537117 5.178667 -0.191 -0.040 -1.300
H -0.581280 -0.801682 4.273080 0.329 0.267 1.046
H 0.611432 -0.200363 4.999061 -0.040 -0.339 0.146
O -0.242984 -1.094035 1.611634 -1.222 -0.656 0.929
H -0.327148 -0.601589 0.797635 0.112 -0.029 -0.366
H 2.188086 -1.315813 3.251460 1.598 0.697 2.194
O 3.310969 2.753388 -0.994816 -0.434 -0.392 -0.195
H 3.825280 3.437341 -0.552193 0.253 0.109 -1.092
H 3.448819 2.702200 -1.959947 0.270 0.512 0.957
O 1.599661 -1.064075 -3.360268 1.136 -3.180 1.420
H 1.900305 -2.052121 -3.222995 -0.959 2.673 -1.026
H 1.711068 -0.857861 -2.406114 -0.202 0.508 0.116
```
Positions in Å, forces in eV/Å.

Values from the calculation:
Gap between HOMO and LUMO   8.70 eV
Total charge   -1
ΔE to the lowest compared entry with this formula, charge and spin   80.5 kcal per mole
HOMO   -0.23547 hartree

---

[6]
Density functional theory data (ωB97M-V with the def2-TZVPD basis set) for a cluster of 14 separate species, H27O14 in total in a non-equilibrium geometry.

```
41
Properties=species:S:1:pos:R:3:forces:R:3
O -1.035726 0.298691 -3.639086 -4.725 1.223 -6.381
H -0.689068 1.141919 -3.682985 1.141 2.577 0.141
O -0.594548 1.033004 2.440618 1.259 -3.006 -0.771
H 2.249559 -1.638366 -0.997765 1.244 -0.076 -3.639
H 4.803551 -0.796434 1.489370 2.061 -1.743 2.578
O -1.770841 -0.734584 -1.380270 -0.758 0.345 0.239
H 3.301824 -0.584658 1.109329 1.844 0.412 -0.387
H 0.357123 -2.242609 0.314272 0.407 0.136 0.906
O -0.087583 -2.731852 -0.352057 -1.654 -0.476 -1.487
H 0.536750 2.103611 -1.215549 0.447 -0.695 1.256
H -0.192051 -2.035102 -1.051299 -0.302 -0.979 0.886
O -0.013459 0.404102 0.084332 -0.864 0.933 -0.550
H -2.055707 -2.625107 -2.029756 0.884 3.258 -1.033
H -1.115528 1.771930 2.342812 -1.771 2.787 0.267
O 2.266477 1.296412 0.946658 -11.780 3.135 7.419
H 2.966431 1.160350 0.579896 12.670 -2.290 -6.859
H 1.511981 1.261051 0.355534 -0.765 -0.714 -0.141
O 2.020723 -1.708978 -0.130859 0.073 1.056 4.399
H -1.472169 3.873022 0.312772 0.080 1.729 -0.904
H 2.408328 -2.463553 0.303023 0.331 -0.485 -0.472
O 4.269108 -0.377591 0.896353 -3.382 1.194 -2.176
H -2.387734 -0.863856 -0.663877 -0.875 -0.876 0.051
H 0.284058 -0.459108 0.341949 0.516 -0.279 0.067
O -4.279446 1.943226 -2.528902 2.055 1.970 -3.388
H -4.483590 1.494552 -1.758439 0.161 -1.540 2.281
H -1.232072 -0.101521 -0.842768 1.461 0.509 -0.205
O 1.658420 -0.238524 3.965712 -14.303 3.060 -1.958
H 2.437119 -0.441236 4.106481 11.798 -2.682 0.497
H 1.122548 0.033919 3.142693 2.249 -0.154 1.428
O -0.038596 -2.831149 3.271912 -0.109 -2.190 -1.148
H -0.959610 -2.638500 3.274135 -1.222 0.056 -0.229
H 0.313467 -2.107721 3.716234 1.496 2.294 1.335
O -2.287676 -3.435769 -1.697551 -1.292 -3.810 1.934
H -1.971951 -3.447549 -0.764814 0.048 0.218 -1.213
H -0.612051 -0.123241 -3.023912 3.472 -3.607 5.712
O -1.473141 4.803384 -0.069697 0.250 -1.815 -1.111
H -3.296244 1.917855 -2.766577 -2.148 -0.551 1.086
H -1.309588 4.668837 -1.054706 -0.279 0.024 1.992
O 0.294618 2.276273 -2.107423 0.373 0.977 -2.496
H -0.547334 0.731827 1.420190 0.753 0.228 0.941
H 1.103632 2.413033 -2.655980 -0.843 -0.151 1.139
```
Positions in Å, forces in eV/Å.

Values from the calculation:
Gap between HOMO and LUMO   8.82 eV
Total charge   -1
ΔE to the lowest compared entry with this formula, charge and spin   146.7 kcal per mole
HOMO   -0.23202 hartree